ORCA calculation (ωB97M-V with the def2-TZVPD basis set) on a structure of composition Ca3H6NO6.

Structure (XYZ):
```
16
Properties=species:S:1:pos:R:3:mulliken_charge:R:1
H 9.0264 -5.3448 -21.2420 0.2877
O 8.3261 -5.0085 -21.8133 -0.5780
N 10.8076 -2.6768 -20.2394 0.7982
O 10.0418 -2.6973 -19.2133 -0.5927
H 11.3295 -2.4875 -23.8323 0.3252
O 12.0645 -2.4468 -20.1442 -0.7127
O 10.3025 -2.8223 -21.3512 -0.3806
O 10.6822 -3.0548 -24.2712 -0.6568
O 7.3376 -2.2111 -21.4451 -0.5338
Ca 8.5518 -3.1634 -23.2292 1.8114
Ca 14.4497 -3.3171 -20.3702 1.9626
Ca 10.0027 -2.1290 -16.7731 1.9338
H 7.7135 -2.0896 -20.5678 0.2450
H 6.6098 -1.5621 -21.5004 0.3477
H 7.4996 -5.2727 -21.3714 0.3603
H 10.8392 -2.8974 -25.2241 0.3826
```

Computed properties:
* net charge: +5
* HOMO energy: -27.4 eV
* lowest unoccupied orbital energy: -17.6 eV